(1)
One molecule with the formula C8H17N2P in a non-equilibrium geometry, computed with ωB97M-V with the def2-TZVPD basis set.

Atoms and positions in Å:
C 4.040 -0.985 -0.590
C 2.929 -0.240 -0.548
C -0.886 -0.616 0.417
C -0.294 0.684 -0.258
C -1.199 -0.459 1.939
C -2.247 -1.151 -0.096
C -1.483 1.722 -0.109
C -0.082 0.572 -1.752
N 0.101 -1.601 0.254
N 0.887 1.197 0.461
P 2.344 0.559 0.955
H 4.481 -1.207 -1.502
H 4.396 -1.367 0.241
H 2.370 0.269 -1.266
H -0.423 0.112 2.589
H -1.142 -1.352 2.441
H -2.164 0.025 2.076
H -2.196 -1.219 -1.146
H -2.980 -0.414 0.100
H -2.464 -2.186 0.311
H -2.058 1.553 0.850
H -2.191 1.811 -0.919
H -0.993 2.797 0.033
H -0.334 -0.513 -2.019
H 0.927 0.880 -2.094
H -0.697 1.214 -2.246
H 0.486 -2.167 0.961
H 0.870 2.083 0.919

Its spin multiplicity is 3. As for the expectation value of S²: 2.02. As for the relative energy (zero: lowest compared OMol25 entry of this formula, charge and spin): 0.0 kJ/mol. The HOMO-LUMO gap (spin up / spin down) comes out at 7.42 / 7.95 eV.

Mulliken population analysis, charges in e, atoms 1 to 5: -0.880, 0.187, 0.734, 2.041, -1.749

(2)
A 40-piece molecular cluster, H80O40 overall in a non-equilibrium geometry, computed with ωB97M-V with the def2-TZVPD basis set.

Atoms and positions in Å:
H -1.569 4.634 2.384
H -2.605 3.793 1.987
O -2.389 4.720 1.947
H -2.456 -1.679 6.173
H -1.063 -2.459 6.200
O -2.039 -2.612 5.910
H -2.426 0.995 -0.574
H -1.175 1.396 -1.120
O -1.597 1.357 -0.267
H -5.610 -0.073 -0.820
H -6.420 -1.100 -1.489
O -6.404 -0.307 -1.308
H 4.534 2.072 -4.755
H 3.027 1.729 -4.436
O 3.603 2.420 -4.743
H -0.813 -0.381 -3.927
O -0.998 0.385 -3.302
H -0.163 4.959 4.329
O 0.504 4.406 4.656
H 2.529 -3.338 3.432
H 1.718 -2.503 2.338
O 2.057 -3.330 2.728
H -1.380 3.740 -2.428
H -1.119 2.558 -3.392
O -1.206 2.694 -2.474
H 2.127 -0.718 -4.875
H 1.858 -1.796 -5.843
O 1.487 -1.366 -5.131
H -1.806 0.983 3.010
H -3.224 1.187 2.205
O -2.478 1.566 2.607
H 2.503 1.402 1.280
O 2.836 2.270 1.541
H -3.028 4.586 -0.278
H -2.383 5.930 0.011
O -2.159 5.095 -0.456
H -0.120 -0.099 0.961
H -0.242 -1.097 2.094
O -0.529 -0.171 1.805
H 1.780 -0.434 6.527
H 0.521 -1.325 6.345
O 1.050 -0.657 5.905
H 3.850 3.023 -1.700
H 5.226 2.614 -2.383
O 4.312 2.463 -2.198
H 3.867 -0.026 -3.066
H 2.711 -0.832 -2.507
O 2.892 0.008 -3.002
H 4.637 0.641 -1.815
H 4.670 -0.757 -0.829
O 5.152 -0.051 -1.338
H 4.284 2.753 2.933
O 4.255 2.452 3.786
H -3.969 -0.843 1.301
H -3.936 0.496 0.670
O -4.562 -0.120 1.021
H 2.463 -2.330 0.715
O 1.750 -2.931 0.438
H -0.477 -1.354 -2.309
H -1.748 -2.185 -2.802
O -0.926 -2.266 -2.391
H 2.377 -0.164 -0.513
H 1.342 1.043 -0.835
O 1.450 0.118 -0.447
H 0.272 -6.572 1.446
H 0.065 -5.660 0.352
O -0.105 -6.628 0.635
H 1.221 -2.196 -2.815
H 1.111 -2.367 -1.331
O 1.702 -2.080 -2.074
H -0.623 2.183 1.434
H -0.704 3.456 0.528
O -0.358 3.156 1.382
H -5.579 1.918 3.124
H -4.502 1.103 3.599
O -5.429 1.278 3.742
H -4.327 -3.016 -2.197
H -3.856 -3.141 -3.675
O -3.814 -2.646 -2.878
H -2.798 -1.280 3.244
H -2.503 -2.768 2.739
O -2.452 -1.807 2.491
H 0.099 4.675 -2.192
H 0.934 3.590 -3.114
O 0.252 4.343 -3.076
H -0.767 2.970 -5.781
H -0.292 3.429 -4.616
O -0.340 2.642 -5.111
H -1.233 -2.325 0.246
O -1.052 -3.219 0.462
H 0.484 2.070 -2.153
H 1.882 1.642 -2.718
O 1.458 2.271 -2.104
H 3.577 2.721 4.224
H -1.895 0.275 -2.895
H 1.995 -3.806 0.261
H 1.383 4.964 4.468
H 2.029 2.913 1.331
H -0.656 -3.167 1.300
O 4.926 -0.167 3.593
H 5.130 0.782 3.457
H 4.854 -0.377 4.560
O -3.926 -3.486 -0.427
H -3.158 -3.474 -0.885
H -3.833 -4.191 0.331
O 3.124 -0.542 1.340
H 3.208 -0.326 2.298
H 4.083 -0.428 1.216
O -1.609 -4.671 -4.007
H -1.208 -5.522 -3.823
H -0.774 -4.127 -3.787
O -4.128 1.855 -1.357
H -3.527 2.381 -1.963
H -4.986 1.729 -1.798
O 6.083 -1.042 1.417
H 6.174 -0.651 2.408
H 6.402 -0.517 0.662
O -2.533 -5.624 0.525
H -1.635 -5.978 0.923
H -2.205 -5.726 -0.446

Its spin multiplicity is 1. As for the relative energy (zero: lowest compared OMol25 entry of this formula, charge and spin): 1298.9 kJ/mol. The HOMO-LUMO gap comes out at 9.65 eV.

Mulliken population analysis, charges in e, atoms 1 to 5: 0.276, 0.295, -0.680, 0.344, 0.310

(3)
An isolated ion of composition C8H15IN and charge +1 in a non-equilibrium geometry, computed with ωB97M-V with the def2-TZVPD basis set.

Atoms and positions in Å:
C 2.331 -0.882 3.026
C -0.436 0.565 1.077
C 0.620 0.536 2.177
C 0.018 0.026 -0.251
C 0.309 -1.370 -0.124
C -1.283 1.630 -1.898
C -0.845 -0.711 -2.574
C -1.176 0.187 -1.414
N 1.447 -0.570 2.208
I 2.080 -2.084 -0.956
H 2.996 -1.804 2.903
H 2.564 -0.400 3.946
H -1.333 0.103 1.447
H -0.617 1.623 0.915
H 1.390 1.400 2.192
H -0.077 0.559 3.074
H 0.809 0.592 -0.646
H -0.335 -2.022 0.369
H -1.955 1.705 -2.658
H -0.216 1.939 -2.265
H -1.570 2.103 -0.924
H -1.579 -0.403 -3.385
H -1.054 -1.738 -2.251
H 0.119 -0.852 -2.925
H -2.207 -0.130 -1.063

Its spin multiplicity is 1. As for the relative energy (zero: lowest compared OMol25 entry of this formula, charge and spin): 368.1 kJ/mol. As for the total charge: +1. The HOMO-LUMO gap (spin up / spin down) comes out at 7.30 / 7.30 eV.

Mulliken population analysis, charges in e, atoms 1 to 5: -0.332, -1.037, -0.725, 0.477, -0.654